A | Computed, not measured: C3H6OS2 in the gas phase, with the ωB97M-V functional and the def2-TZVPD basis.

XYZ file:
```
12
Properties=species:S:1:pos:R:3:lowdin_charge:R:1
H -1.53763 -1.50440 0.42904 -0.11
H -1.92232 1.05655 0.69540 0.10
C -0.40337 0.23352 -0.58935 -0.72
H -0.22928 1.68426 0.89371 0.12
H 2.79948 -1.03278 0.48941 -0.14
H -0.54290 0.88323 -1.41062 0.10
H -0.71912 0.12691 1.50919 0.04
C -0.85171 0.75436 0.70664 -0.16
O 1.92255 0.66037 -1.28520 0.00
S -1.23801 -1.37028 -0.88352 0.76
S 1.64010 -1.48451 0.12425 0.81
C 1.08221 -0.00724 -0.67895 -0.80
```

Computed properties:
gap between HOMO and LUMO: 0.3694 Eh
charge: 0



B | Computed, not measured: 2 unconnected molecules or ions with the total composition C3H6OS2, with the ωB97M-V functional and the def2-TZVPD basis.

XYZ file:
```
12
Properties=species:S:1:pos:R:3:lowdin_charge:R:1
C 0.47879 0.44108 0.05365 -0.67
H -0.63833 0.32468 -1.84616 0.10
H 0.55162 -0.06387 1.06485 -0.03
O -2.98216 -0.30473 -0.71477 0.08
H 0.35009 1.49413 0.30721 0.07
S 2.14033 -0.09844 2.41947 0.40
H -1.79848 -1.09119 0.69830 0.13
H -0.11761 -1.14199 -1.20886 0.10
C -1.90663 -0.47686 -0.22230 -0.27
S 1.92285 0.44305 -1.04774 0.66
C -0.57182 -0.19536 -0.89279 -0.27
H 2.57135 0.66952 1.38915 -0.30
```

Computed properties:
gap between HOMO and LUMO: 0.1786 Eh
charge: 0



Most stable to least stable: A, B



A | Computed, not measured: C3H6OS2 in the gas phase, with the ωB97M-V functional and the def2-TZVPD basis.

XYZ file:
```
12
Properties=species:S:1:pos:R:3:lowdin_charge:R:1
H 0.84065 1.98382 -0.29248 0.12
O 2.40102 1.45071 -1.87448 -0.25
H 3.06142 2.37039 -2.16291 0.21
S -0.14343 -0.98640 -0.36359 0.83
C 1.87619 1.50925 -0.42197 -0.20
S -2.66974 -0.30740 1.21875 0.51
C 1.66417 -0.15475 -0.15551 -0.32
H 2.36776 -0.60256 -0.98199 0.09
H 1.94348 -0.33126 1.01094 0.10
H -0.14617 -0.47512 1.70542 0.05
C -1.04111 -0.64340 0.89086 -1.24
H 2.73989 1.88326 0.15389 0.09
```

Computed properties:
gap between HOMO and LUMO: 0.2936 Eh
charge: 0



B | Computed, not measured: C3H6OS2 in the gas phase, with the ωB97M-V functional and the def2-TZVPD basis.

XYZ file:
```
12
Properties=species:S:1:pos:R:3:lowdin_charge:R:1
H -1.40555 -0.58173 -0.59380 0.10
H 0.18996 1.14529 0.10988 0.08
C 0.15977 0.11894 0.44946 -0.26
C -1.12181 -0.56097 0.47213 -0.55
H 2.30752 -0.67121 -1.87725 0.05
O 0.77277 -0.49380 -0.76344 -0.13
H 0.85045 -0.01512 1.31799 0.15
H -2.91869 1.01142 0.54852 -0.16
S -2.42174 0.22230 1.48703 0.72
C 1.87957 -0.03993 -1.15695 -0.75
S 2.61652 1.40033 -0.86458 0.66
H -0.90878 -1.53553 0.87102 0.08
```

Computed properties:
gap between HOMO and LUMO: 0.3437 Eh
charge: 0



Most stable to least stable: B, A



A | Computed, not measured: 2 unconnected molecules or ions with the total composition C10H10N2, with the ωB97M-V functional and the def2-TZVPD basis.

XYZ file:
```
22
Properties=species:S:1:pos:R:3:lowdin_charge:R:1
C -1.69711 -0.75447 0.98652 -0.11
H -0.54382 -2.64984 1.56414 0.15
H 2.50594 0.86561 -3.22580 0.09
H -1.56191 1.20849 -2.05137 0.10
C 1.91558 -0.30890 -1.56043 -0.06
H -2.29715 1.37059 0.52126 0.13
C 1.68243 0.56019 -2.63732 -0.07
H 0.15888 1.82605 -3.67865 0.10
H -2.31420 -1.02114 0.13874 0.09
C 0.08440 0.46079 2.71729 -0.21
N -0.38586 -0.03550 -0.90818 0.02
H 1.01563 -1.12660 0.23528 0.12
N -0.68107 1.37282 2.03167 0.05
H 0.33472 -1.63718 3.56193 0.14
C -0.57864 0.77386 -1.97133 -0.12
H 2.90884 -0.70281 -1.38734 0.10
C 0.43749 1.14327 -2.88548 -0.05
C -0.11227 -0.86824 2.77451 -0.14
C -0.92532 -1.52380 1.76577 -0.17
C -1.54137 0.76886 1.21542 -0.14
C 0.84449 -0.56805 -0.73682 -0.12
H 0.75030 0.84599 3.53020 0.11
```

Computed properties:
gap between HOMO and LUMO: 0.3352 Eh
charge: 0



B | Computed, not measured: C10H10N2 in the gas phase, with the ωB97M-V functional and the def2-TZVPD basis.

XYZ file:
```
22
Properties=species:S:1:pos:R:3:lowdin_charge:R:1
H 1.37919 -0.17027 2.14849 0.09
N 0.45754 -1.43376 -1.46972 0.09
H -0.86583 3.11585 -1.94071 -0.04
C 1.09012 -2.62753 -1.15384 -0.16
H -2.21839 2.56827 1.89467 0.12
H 1.81428 -1.52553 2.54345 -0.02
H 0.16018 -1.42314 2.56082 0.13
C 1.33037 -2.75451 0.18036 -0.05
H 1.38242 -3.49251 -2.03736 0.16
C -1.60392 2.14253 1.03660 -0.07
H 1.91990 -3.42588 0.66208 0.08
H -1.87279 4.05308 0.20556 0.09
C -0.25410 1.36304 -1.25229 -0.01
N 0.87390 -1.51602 0.71540 -0.06
C -0.79405 2.66030 -1.22435 -0.01
C -1.52946 3.06879 -0.06986 -0.03
C -1.04551 0.86384 0.89699 -0.08
H -1.31920 0.23658 1.78726 0.13
H 0.27008 1.05018 -2.16514 0.13
C -0.34254 0.54439 -0.17044 -0.19
C 0.33638 -0.79873 -0.35439 -0.26
C 1.15105 -1.18514 2.04808 -0.03
```

Computed properties:
gap between HOMO and LUMO: 0.3395 Eh
charge: 0



Most stable to least stable: A, B



A | Computed, not measured: 3 unconnected molecules or ions with the total composition C3H10NO4, with the ωB97M-V functional and the def2-TZVPD basis.

XYZ file:
```
18
Properties=species:S:1:pos:R:3:lowdin_charge:R:1
H -1.68811 -1.60821 1.26379 0.09
H 0.57308 2.11503 -1.51563 0.00
H 0.55523 2.44181 0.87932 0.04
C 1.37808 -0.75691 1.22271 -0.79
H -2.80961 -0.58145 -0.58186 0.06
C -1.07301 -0.94506 0.64134 -0.29
O 2.45481 -1.37520 1.16691 -0.07
N 0.28479 -1.39085 0.57225 0.02
H 0.52416 -2.25166 0.11542 0.11
H -1.39888 0.04341 -1.26304 0.04
H 0.94869 0.70613 -1.92744 0.02
H -1.60090 -1.68772 -1.36333 0.06
H 1.76669 1.73531 0.58543 0.03
H -1.11565 -0.00032 1.14926 0.10
O 1.29283 2.52985 0.25960 -0.10
C -1.75673 -0.82404 -0.71091 -0.11
O 0.52082 1.50044 -2.26879 -0.10
O 1.14372 0.34944 1.77497 -0.10
```

Computed properties:
gap between HOMO and LUMO: 0.3099 Eh
charge: -1



B | Computed, not measured: 3 unconnected molecules or ions with the total composition C3H10NO4, with the ωB97M-V functional and the def2-TZVPD basis.

XYZ file:
```
18
Properties=species:S:1:pos:R:3:lowdin_charge:R:1
C -0.77082 -0.85273 0.83087 -0.69
H -0.84782 1.60017 0.10952 0.09
C -1.44740 -0.35906 -0.48592 -0.12
N 0.14873 1.25808 -1.58306 -0.02
H 2.06066 1.12669 2.08674 0.02
H 0.92267 1.33900 -0.93345 0.04
H 1.37797 -1.58663 0.29107 -0.01
O 0.39833 -0.43005 1.05720 -0.12
O 1.47942 1.82528 1.79641 -0.10
H -1.89848 1.61640 -1.38035 0.09
H -2.47112 -0.69705 -0.68519 0.09
H 0.80538 1.39240 1.23798 -0.02
O -1.46857 -1.50771 1.63332 -0.05
H 0.43871 0.53637 -2.22467 0.05
H 1.38372 -2.99341 0.30513 0.02
H -1.01659 -1.07132 -1.22078 0.10
O 2.00209 -2.31105 -0.01650 -0.13
C -1.09688 1.11460 -0.81831 -0.26
```

Computed properties:
gap between HOMO and LUMO: 0.3256 Eh
charge: -1



Most stable to least stable: A, B



A | Computed, not measured: 2 unconnected molecules or ions with the total composition C4H6O2, with the ωB97M-V functional and the def2-TZVPD basis.

XYZ file:
```
12
Properties=species:S:1:pos:R:3:lowdin_charge:R:1
C -1.50166 -0.23806 -0.94274 -0.34
H 0.89281 0.05072 1.53868 0.07
H 1.55657 0.64665 -1.24943 0.11
O -0.03372 1.49334 -0.40893 0.03
H -1.70316 0.25025 0.97700 0.05
C -1.92448 -0.51228 0.26998 0.00
H 2.60687 0.29430 0.87608 0.10
O -1.34711 -0.34048 -2.09116 0.16
C 1.56637 -0.05398 0.70799 -0.04
H 1.70793 -1.09385 0.37471 0.10
C 0.92229 0.74136 -0.38273 -0.32
H -2.74270 -1.23797 0.33054 0.08
```

Computed properties:
gap between HOMO and LUMO: 0.3586 Eh
charge: 0



B | Computed, not measured: C4H6O2 in the gas phase, with the ωB97M-V functional and the def2-TZVPD basis.

XYZ file:
```
12
Properties=species:S:1:pos:R:3:lowdin_charge:R:1
C 0.70591 -0.59078 -0.36042 -0.13
H 0.76153 0.15808 -1.15989 0.13
C -0.70027 -0.70151 0.16745 -0.28
H 2.02931 1.42650 -0.24601 0.01
H 1.07478 -1.55283 -0.72550 0.14
O 1.57936 -0.19642 0.72395 -0.17
H -0.86323 -1.46132 0.93250 0.15
O -1.70971 -0.61336 -0.82177 -0.03
C -1.59572 0.45258 0.11285 -0.10
H -1.22832 1.39440 -0.29604 0.12
C 2.25974 0.90913 0.73412 0.05
H -2.41008 0.53483 0.83053 0.12
```

Computed properties:
gap between HOMO and LUMO: 0.3462 Eh
charge: 0



Most stable to least stable: A, B



A | Computed, not measured: C4H6O2 in the gas phase, with the ωB97M-V functional and the def2-TZVPD basis.

XYZ file:
```
12
Properties=species:S:1:pos:R:3:lowdin_charge:R:1
C -1.03337 0.51383 -0.34687 -0.16
C 0.27972 -0.28326 0.48335 -0.14
H -0.89896 0.51017 -1.51517 0.18
H -1.51165 2.52960 0.01487 0.12
C 1.63124 -0.55363 -0.07567 -0.07
H 2.29339 0.17484 0.40943 0.08
O -1.85174 1.59171 0.15503 -0.05
H 0.27906 0.18897 1.46362 0.13
O -1.61106 -1.89176 0.06685 0.15
C -1.06831 -0.84815 0.15911 -0.39
H 1.83993 -1.61652 0.24168 0.11
H 1.65176 -0.31580 -1.05622 0.03
```

Computed properties:
gap between HOMO and LUMO: 0.3647 Eh
charge: 0



B | Computed, not measured: C4H6O2 in the gas phase, with the ωB97M-V functional and the def2-TZVPD basis.

XYZ file:
```
12
Properties=species:S:1:pos:R:3:lowdin_charge:R:1
O 1.89212 -0.92511 -0.68803 0.06
O -1.27791 -0.50072 -1.56892 0.06
H -0.01605 -1.27048 0.93016 0.13
H -0.05065 1.55741 -0.24484 0.12
H -2.49692 -1.04675 -0.06157 0.12
C -0.53661 -0.32869 0.70537 -0.16
H 0.93867 1.20136 1.16399 0.12
C 1.57212 0.23439 -0.59422 -0.26
C 0.45748 0.74477 0.28676 -0.17
C -1.51568 -0.65270 -0.39486 -0.26
H -1.09127 -0.04239 1.60497 0.11
H 2.12471 1.02893 -1.13880 0.12
```

Computed properties:
gap between HOMO and LUMO: 0.4010 Eh
charge: 0



C | Computed, not measured: C4H6O2 in the gas phase, with the ωB97M-V functional and the def2-TZVPD basis.

XYZ file:
```
12
Properties=species:S:1:pos:R:3:lowdin_charge:R:1
C 0.94254 -0.17248 0.06949 -0.43
C -0.33851 -0.61029 0.82597 -0.09
O 1.60366 -0.96940 -0.58662 0.07
C -1.52696 -0.41535 -0.10285 -0.26
H 2.11491 1.55271 -0.47101 0.09
O -1.99695 0.64351 -0.41432 0.07
H -1.82497 -1.37475 -0.58802 0.13
H -0.50713 0.00221 1.73372 0.13
C 1.22328 1.30089 0.11048 -0.02
H -0.20769 -1.68306 1.06864 0.12
H 1.37179 1.61166 1.15599 0.09
H 0.39734 1.88176 -0.31035 0.09
```

Computed properties:
gap between HOMO and LUMO: 0.3861 Eh
charge: 0



D | Computed, not measured: 2 unconnected molecules or ions with the total composition C4H6O2, with the ωB97M-V functional and the def2-TZVPD basis.

XYZ file:
```
12
Properties=species:S:1:pos:R:3:lowdin_charge:R:1
H 1.08810 -0.98027 1.52929 0.10
C 0.45289 -1.43565 -0.56878 -0.10
H 0.27060 -2.48626 -0.36881 0.10
H 0.79678 -1.20249 -1.57204 0.11
C -0.79756 2.62764 0.58752 0.05
O -0.79872 0.65733 -0.82925 -0.09
H -1.26573 -0.74107 0.66250 0.14
H -0.23309 1.43505 -0.67776 0.00
C 0.94438 -0.54249 0.54426 -0.11
C -0.45211 -0.40461 0.01754 -0.40
O -1.47519 2.34454 1.45125 0.09
H 1.65880 0.23780 0.29349 0.10
```

Computed properties:
gap between HOMO and LUMO: 0.4024 Eh
charge: 0



Most stable to least stable: C, B, D, A